Version A
87
Properties=species:S:1:pos:R:3 method="wB97M-V/def2-TZVPD" total_charge=0 molar_mass_g_mol=804.0 homo_energy_ev="-6.8 / -8.3" gap_ev="6.8 / 6.5" e_lumo_ev="0.01 / -1.80" spin_multiplicity=6
Ir -0.39657 0.54464 -0.24211
C -3.53074 0.23604 -2.48300
C -3.08135 1.16592 -1.38754
C -1.86982 1.88290 -1.57574
C -1.27129 1.91880 -2.96716
C -1.45706 2.81273 -0.58379
C -0.21577 3.65649 -0.79859
C -2.30017 3.08831 0.51684
C -1.89667 4.18681 1.47151
C -3.46670 2.35618 0.69995
C -4.29224 2.54538 1.95656
C -3.85515 1.38656 -0.25234
C -5.15153 0.62286 -0.09390
H -2.73297 -0.44597 -2.78402
H -3.81517 0.81007 -3.37147
H -4.38139 -0.37257 -2.19007
H -1.90372 2.55816 -3.59356
H -1.23201 0.93695 -3.43090
H -0.26703 2.32713 -2.98121
H 0.55813 3.11827 -1.34292
H 0.21985 3.96571 0.14872
H -0.45643 4.55750 -1.37229
H -1.09800 3.86077 2.14789
H -2.73185 4.52975 2.07432
H -1.52172 5.05182 0.92362
H -5.14893 3.20641 1.79364
H -3.69976 2.96461 2.76633
H -4.68033 1.59224 2.31358
H -4.96956 -0.44991 0.01408
H -5.78257 0.75575 -0.97373
H -5.72793 0.95176 0.76482
O 0.07709 1.29317 1.99500
C 1.20729 0.99750 2.72541
C 2.39146 0.51622 2.14681
C 3.45516 0.23251 3.02312
C 4.64681 -0.24782 2.54742
C 4.84885 -0.47590 1.19042
C 3.82005 -0.20168 0.31423
C 2.57996 0.29314 0.74256
O 1.67578 0.55786 -0.18125
N 5.72974 -0.53184 3.50473
O 5.49331 -0.38818 4.68989
O 6.76946 -0.98419 3.06751
H 1.14033 1.22201 3.78175
H 3.33816 0.39941 4.08671
H 5.80128 -0.85483 0.84826
H 3.94968 -0.35513 -0.75080
C -0.03149 -1.79064 2.66297
C -1.19263 -0.79197 2.81147
C -1.37229 -0.43109 4.29538
C -2.49412 -1.44634 2.31943
C -1.08321 0.46515 1.97884
H -0.37235 -2.78844 2.95626
H 0.81588 -1.53134 3.29852
H 0.32083 -1.85206 1.63174
H -1.51650 -1.34433 4.88093
H -2.25068 0.20630 4.43916
H -0.50151 0.08692 4.70124
H -2.71343 -2.32793 2.92737
H -2.41236 -1.75999 1.27729
H -3.34117 -0.75602 2.40502
H -1.93893 1.12134 2.09833
C 2.52600 -0.87444 -4.67378
C 2.26555 -0.25090 -3.31578
C 2.47775 1.24516 -3.31475
O 0.88575 -0.46105 -2.88100
P 0.26019 -1.90112 -2.59622
S -0.66446 -2.68639 -4.09349
S -0.96728 -1.66928 -0.95439
O 1.55561 -2.66283 -2.08162
C 1.58435 -3.78582 -1.15754
C 0.80070 -4.97556 -1.67397
C 3.04864 -4.09549 -0.95301
H 3.56279 -0.67459 -4.95578
H 1.86413 -0.44245 -5.42735
H 2.37217 -1.95273 -4.66546
H 2.90298 -0.71391 -2.56343
H 1.88424 1.71640 -4.10306
H 3.53190 1.46107 -3.50440
H 2.20816 1.66359 -2.34325
H 1.15028 -3.42574 -0.22210
H 1.19528 -5.30119 -2.63906
H -0.25684 -4.74456 -1.80368
H 0.88881 -5.79511 -0.95704
H 3.49006 -4.45690 -1.88441
H 3.16153 -4.86627 -0.18870
H 3.58769 -3.20381 -0.62997



Version B
87
Properties=species:S:1:pos:R:3 method="wB97M-V/def2-TZVPD" total_charge=0 molar_mass_g_mol=804.0 homo_energy_ev="-6.0 / -8.3" gap_ev="5.1 / 4.6" e_lumo_ev="-0.87 / -3.67" spin_multiplicity=6
Ir -0.30356 0.02868 0.16079
C -0.90610 -2.38905 3.23365
C -1.75828 -2.19126 2.00484
C -1.27900 -2.61301 0.75208
C -0.09581 -3.54668 0.69478
C -2.02517 -2.30762 -0.40563
C -1.63282 -2.84345 -1.75392
C -3.21502 -1.57207 -0.30138
C -3.97330 -1.24794 -1.55748
C -3.69931 -1.19335 0.95156
C -4.93470 -0.33974 1.06628
C -3.00086 -1.56545 2.10781
C -3.56782 -1.25506 3.46344
H -1.10674 -3.34317 3.72619
H -1.08497 -1.59941 3.95739
H 0.15114 -2.36063 2.98215
H 0.82786 -3.05597 0.39937
H -0.28342 -4.35364 -0.01009
H 0.07963 -4.00702 1.66222
H -2.35360 -3.59358 -2.07660
H -0.65001 -3.29481 -1.74616
H -1.62026 -2.05923 -2.50762
H -3.47537 -0.45996 -2.12283
H -4.98579 -0.92148 -1.35200
H -4.03864 -2.11623 -2.20842
H -5.84694 -0.93839 1.08957
H -5.01216 0.34959 0.23126
H -4.91058 0.25974 1.96928
H -3.28054 -0.25928 3.79682
H -3.22022 -1.96486 4.20750
H -4.65304 -1.30041 3.45275
O -1.40846 0.69587 1.98957
C -1.14673 1.66253 2.72543
C 0.14990 2.20937 2.97016
C 0.26501 3.27013 3.88187
C 1.49721 3.81340 4.14464
C 2.65757 3.33034 3.52944
C 2.56607 2.30477 2.62764
C 1.31244 1.71643 2.28991
O 1.28563 0.76364 1.42091
N 1.59896 4.91790 5.08901
O 2.70524 5.37800 5.30208
O 0.57126 5.31440 5.60388
H -1.98763 2.14775 3.24214
H -0.61050 3.66056 4.38297
H 3.60847 3.77521 3.78158
H 3.44404 1.90392 2.14956
C -3.06632 2.70671 -0.40443
C -1.72608 2.68363 -1.15817
C -1.95053 3.23280 -2.57503
C -0.71193 3.57500 -0.43763
C -1.23149 1.27322 -1.25517
H -3.45857 3.72116 -0.35707
H -2.95065 2.32898 0.60514
H -3.79750 2.08320 -0.91208
H -2.34983 4.24545 -2.53449
H -2.65613 2.61195 -3.12476
H -1.01672 3.25612 -3.13041
H -1.02301 4.61604 -0.47229
H 0.26788 3.49430 -0.90114
H -0.61202 3.29462 0.60559
H -1.59526 0.70332 -2.10952
C 4.14259 -3.11672 -4.02346
C 2.79695 -3.12878 -3.32677
C 2.02587 -4.41856 -3.54737
O 3.01095 -3.01692 -1.90585
P 2.85439 -1.66131 -1.09401
S 3.25385 -1.96127 0.76579
S 0.98439 -0.90366 -1.61271
O 3.85325 -0.72233 -1.91841
C 3.79364 0.71432 -1.95768
C 4.26382 1.29117 -0.64269
C 4.64811 1.13068 -3.13875
H 4.00241 -3.19974 -5.09952
H 4.74557 -3.95602 -3.68373
H 4.67652 -2.19648 -3.80879
H 2.19437 -2.27382 -3.65739
H 2.61450 -5.27034 -3.21121
H 1.80086 -4.54551 -4.60387
H 1.09320 -4.40797 -2.98943
H 2.74537 0.99578 -2.13462
H 5.27610 0.95562 -0.42279
H 3.60869 0.96585 0.16073
H 4.25430 2.37840 -0.69272
H 5.67755 0.81290 -2.98910
H 4.63132 2.21227 -3.24364
H 4.27647 0.68648 -4.05890



In terms of stability, version A leads; the second structure lies 1.361 eV higher.



Version A
11
Properties=species:S:1:pos:R:3 method="wB97M-V/def2-TZVPD" total_charge=0 molar_mass_g_mol=120.1 homo_energy_ev=-9.5 gap_ev=10.2 e_lumo_ev=0.74 spin_multiplicity=1
C 1.71708 -0.27604 -0.19551
N -1.16286 1.57859 0.22715
N 0.05942 1.36240 0.11269
N -2.06942 0.60390 -0.09590
N 0.31593 0.10548 -0.37994
O -0.97488 -1.86100 0.70010
S -1.02483 -0.95112 -0.40695
H 1.81052 -1.15655 0.53433
H 2.22849 -0.52066 -1.09678
H 2.04145 0.64651 0.31538
H -2.94089 0.46849 0.28543



Version B
11
Properties=species:S:1:pos:R:3 method="wB97M-V/def2-TZVPD" total_charge=0 molar_mass_g_mol=120.1 homo_energy_ev=-9.5 gap_ev=9.9 e_lumo_ev=0.36 spin_multiplicity=1
C -0.85622 0.96209 0.27234
N 0.51613 -1.86084 -0.67042
N 1.59804 -1.32212 -0.80611
N -0.32233 -1.34784 0.20279
N 0.10963 -0.04665 0.66503
O 2.00827 1.26081 -0.65359
S 1.80351 0.03748 0.20707
H -1.01648 1.01202 -0.88858
H -1.91540 0.71789 0.80714
H -0.60278 1.94782 0.69292
H -1.32238 -1.36066 0.17141



In terms of stability, version A leads; the second structure lies 0.650 eV higher.



Version A
12
Properties=species:S:1:pos:R:3 method="wB97M-V/def2-TZVPD" total_charge=0 molar_mass_g_mol=90.6 homo_energy_ev=-9.8 smiles=CC1(Cl)CC1 gap_ev=10.8 e_lumo_ev=0.98 spin_multiplicity=1
C -0.08595 1.61202 -0.01591
C -0.23230 0.21007 -0.02896
C -1.16456 -0.52133 0.91039
C -1.34042 -0.57249 -0.80705
H -0.02720 2.01294 1.17458
H -0.98320 2.16060 -0.53906
H 0.92764 1.78342 -0.84258
H -0.82757 -1.29943 1.40695
H -2.02457 0.12483 1.24439
H -2.40170 -0.25790 -1.31275
H -1.19403 -1.64638 -1.04204
Cl 1.38058 -0.42634 -0.02590



Version B
12
Properties=species:S:1:pos:R:3 method="wB97M-V/def2-TZVPD" total_charge=0 molar_mass_g_mol=90.6 homo_energy_ev=-9.3 gap_ev=10.2 e_lumo_ev=0.97 spin_multiplicity=1
C -1.06467 -1.10820 -0.51423
C -0.11324 -0.22572 -0.31718
C -0.12112 1.15186 -0.41903
C 1.72119 -0.81354 0.48009
Cl 2.90895 0.30729 -0.15228
H -1.06989 -2.05314 -0.11642
H -1.96462 -0.53271 -0.74917
H -0.64599 1.58493 0.42359
H 0.90732 1.47660 -0.46314
H -0.67004 1.60469 -1.28050
H 1.38339 -0.81963 1.50344
H 1.90183 -1.74564 -0.00430



In terms of stability, version B leads; the second structure lies 0.402 eV higher.



Version A
12
Properties=species:S:1:pos:R:3 method="wB97M-V/def2-TZVPD" total_charge=0 molar_mass_g_mol=90.6 homo_energy_ev=-9.8 smiles="C=CCCCl" gap_ev=10.9 e_lumo_ev=1.05 spin_multiplicity=1
C -1.34912 0.79893 -0.20641
C -0.53095 -0.41188 0.04320
C 0.79263 -0.22450 0.73489
C 1.81859 -0.50206 -0.10924
H -2.10127 0.45719 -0.89909
H -0.71256 1.70976 -0.54226
H -1.05863 -1.42448 0.34943
H -0.29648 -0.53419 -0.99940
H 0.83359 0.02407 1.74141
H 3.05112 -0.30696 -0.20992
H 1.72166 -1.02933 -1.14663
Cl -2.16857 1.44346 1.24402



Version B
12
Properties=species:S:1:pos:R:3 method="wB97M-V/def2-TZVPD" total_charge=0 molar_mass_g_mol=90.6 homo_energy_ev="-7.7 / -8.4" gap_ev="7.8 / 9.1" e_lumo_ev="0.15 / 0.65" spin_multiplicity=1
C -1.57216 -0.86340 -0.40634
C -0.75804 0.10526 -0.19889
C -0.46551 1.51590 -0.00932
C 1.71177 -0.99780 0.10562
Cl 3.02927 0.10817 -0.20129
H -1.44730 -1.87856 -0.53716
H -2.58370 -0.71854 -0.16132
H -0.92916 1.94481 0.90541
H 0.54212 1.50773 0.43667
H -0.87154 2.16857 -0.79343
H 1.51039 -0.89652 1.15555
H 1.83387 -1.99561 -0.29550



In terms of stability, version A leads; the second structure lies 2.996 eV higher.



Version A
25
Properties=species:S:1:pos:R:3 method="wB97M-V/def2-TZVPD" total_charge=0 molar_mass_g_mol=180.2 homo_energy_ev=-9.0 gap_ev=9.8 e_lumo_ev=0.80 spin_multiplicity=1
C 1.06013 -0.65163 -1.53740
C 1.09883 -0.38565 -0.25257
C -1.10093 -1.85293 0.14098
C 1.85235 0.23610 0.85591
C 1.19278 1.39866 1.48617
C -0.30282 1.13158 1.70956
C -0.93128 -1.98781 -2.14565
C -1.09796 0.79958 0.41477
C -0.50315 -0.45624 -0.29992
N -0.36662 -0.70938 -1.76091
N -1.08546 1.95786 -0.30722
O -1.38629 -2.08564 1.25411
O -1.28535 -2.60696 -0.88833
H 1.89712 -0.85221 -2.31427
H 1.99682 -0.55964 1.63656
H 2.81709 0.52869 0.46175
H 1.72731 1.55153 2.56314
H 1.36799 2.31558 1.00829
H -0.38387 0.26812 2.33703
H -0.88702 1.84948 2.23064
H -0.11045 -2.54233 -2.67811
H -1.65671 -1.99498 -2.90892
H -1.99857 0.53245 0.96556
H -1.73003 2.07022 -1.10547
H -0.18390 2.04557 -0.86571



Version B
25
Properties=species:S:1:pos:R:3 method="wB97M-V/def2-TZVPD" total_charge=0 molar_mass_g_mol=180.2 homo_energy_ev=-8.3 gap_ev=8.0 e_lumo_ev=-0.34 spin_multiplicity=1
C -2.81657 1.65585 0.01026
C 0.73097 0.48159 -0.11927
C -0.59408 -3.04755 0.02870
C 2.08567 0.52223 -0.07541
C -0.18354 1.77968 -0.00031
C -1.51656 1.22777 -0.48710
C -1.45109 -0.34503 -0.37192
C -0.61813 -3.45666 1.22955
C 2.84494 1.75255 0.14883
N -3.78884 2.12571 0.38223
N -0.02896 -0.69197 -0.35030
O 2.79593 -0.63729 -0.31460
O -2.07007 -1.12839 -1.31470
H -0.23204 2.07912 0.99192
H 0.03221 2.68905 -0.53899
H -1.63322 1.26090 -1.62311
H -1.91875 -0.49196 0.70467
H 2.25173 -1.35010 -0.09011
H -0.56721 -4.52830 1.37803
H -0.52301 -2.96290 2.24889
H 3.13756 1.71557 1.15929
H 2.17410 2.56293 -0.08485
H 3.84998 1.89898 -0.37854
H 0.05556 -1.00174 -1.42933
H -2.01657 -2.11001 -1.10384



In terms of stability, version A leads; the second structure lies 3.228 eV higher.



Version A
13
Properties=species:S:1:pos:R:3 method="wB97M-V/def2-TZVPD" total_charge=+1 molar_mass_g_mol=187.0 homo_energy_ev=-13.4 gap_ev=9.9 e_lumo_ev=-3.49 spin_multiplicity=1
C 0.31854 -1.01883 0.14948
C 1.27252 0.18591 -0.24729
N -1.07772 -0.49257 0.09834
N 0.57071 1.39498 0.16186
I 3.35016 -0.01572 0.08734
H 0.38849 -1.90907 -0.55095
H 0.46343 -1.16431 1.23787
H 1.16254 0.21862 -1.71047
H -1.70345 -0.57785 -0.73815
H -0.75215 0.62815 0.13147
H -1.74096 -0.86047 0.76243
H 0.50213 2.22418 -0.49222
H 0.96778 1.80988 1.07806



Version B
13
Properties=species:S:1:pos:R:3 method="wB97M-V/def2-TZVPD" total_charge=+1 molar_mass_g_mol=187.0 homo_energy_ev=-13.7 smiles=N[C@@H](I)C[NH3+] gap_ev=9.7 e_lumo_ev=-4.04 spin_multiplicity=1
C -0.34033 0.55345 0.82348
C 0.41590 0.85599 -0.47088
N 0.84299 -0.49234 -1.03981
N -0.62352 -0.87242 0.90906
I -1.20782 1.55934 -1.90452
H 0.35524 0.72950 1.67579
H -1.28215 0.99448 0.77841
H 1.20272 1.49687 -0.42655
H 0.63215 -0.43318 -2.01701
H 1.95861 -0.70668 -0.93603
H -0.51455 -1.13636 -0.10856
H -1.56256 -1.10646 1.32020
H 0.12331 -1.44220 1.39643



In terms of stability, version B leads; the second structure lies 0.783 eV higher.